ORCA calculation (ωB97M-V/def2-TZVPD) on a 10-piece molecular cluster, H19O10 overall at a distorted geometry.

Geometry (Å):
O: -0.017 2.382 1.425
H: -0.387 -1.710 -2.389
H: 0.393 2.579 0.617
O: 3.252 0.104 -0.838
H: 2.613 -0.472 -1.506
H: 1.090 -0.546 -2.894
O: -4.271 -0.381 0.582
H: 3.491 -0.763 -0.472
H: -3.726 -0.778 1.261
O: -1.695 -1.626 0.128
H: 0.265 3.563 -1.399
H: 0.345 1.707 1.972
O: 1.092 3.179 -1.666
H: 0.876 -0.333 -0.109
H: -2.285 -2.377 0.043
O: 2.347 0.260 2.445
H: 1.905 1.051 2.747
H: 2.420 0.477 1.469
O: -1.838 -1.345 2.993
H: -1.027 -1.849 3.195
H: -0.622 -1.966 -3.889
O: -1.055 -2.178 -3.064
H: 0.280 1.010 -0.516
H: 1.538 2.398 -1.145
O: 0.561 0.515 0.260
H: -4.134 0.559 0.751
O: 0.911 -1.130 -2.137
H: -0.929 -1.793 -0.490
H: -1.392 -0.536 2.626

For the orbital gap, the calculation gives 8.17 eV. The value obtained for the total energy is -20783.1141 eV. Its spin multiplicity is 1. As for the net charge: -1.


ORCA calculation (ωB97M-V/def2-TZVPD) on a 10-piece molecular cluster, H19O10 overall at a distorted geometry.

Geometry (Å):
O: 2.428 -2.986 1.952
H: 2.812 -2.637 1.242
H: 2.608 2.374 1.249
O: -1.531 -3.267 -2.646
H: -0.911 -3.043 -2.006
H: 0.624 2.160 -0.266
O: -0.404 2.058 -2.672
H: -2.128 -2.523 -2.890
H: -0.989 2.816 -2.584
O: -0.474 -0.890 1.352
H: -2.840 -1.501 0.447
H: 1.908 -2.497 2.519
O: -2.507 -1.095 -0.365
H: 3.631 2.406 0.142
H: 0.213 -0.272 0.919
O: 2.435 -1.853 -0.497
H: 1.965 -1.246 0.099
H: 1.779 -2.424 -0.919
O: -0.127 2.467 2.349
H: 0.444 1.861 2.853
H: -2.894 1.466 0.111
O: -3.507 1.401 -0.657
H: -3.052 0.636 -1.185
H: -1.553 -0.847 -0.162
O: 3.500 2.680 1.105
H: -0.461 1.903 -1.691
O: 0.182 1.425 -0.024
H: -1.169 -0.282 1.558
H: 0.054 2.129 1.397

For the orbital gap, the calculation gives 8.96 eV. The value obtained for the total energy is -20784.2350 eV. Its spin multiplicity is 1. As for the net charge: -1.


ORCA calculation (ωB97M-V/def2-TZVPD) on a 10-piece molecular cluster, H19O10 overall at a distorted geometry.

Geometry (Å):
O: -0.469 0.110 -0.031
H: 0.489 -0.242 -0.045
O: 2.152 -1.944 -0.640
H: 1.429 -2.647 -0.391
H: 2.169 -1.293 0.050
O: -0.845 2.180 -1.574
H: -0.912 2.917 -1.063
H: -0.854 1.302 -1.251
O: -0.231 -3.092 0.222
H: -0.751 -3.173 -0.657
H: -0.699 -2.446 0.697
O: -1.665 -1.375 1.976
H: -1.270 -0.768 1.295
H: -0.847 -1.522 2.500
O: -0.775 1.934 1.896
H: -1.439 1.629 2.387
H: -0.637 1.283 1.168
O: 2.525 -0.102 1.211
H: 2.268 0.617 0.695
H: 1.946 -0.492 1.961
O: 0.445 -0.856 -2.443
H: -0.047 -0.520 -1.760
H: 1.060 -1.164 -1.796
O: -2.994 0.598 -0.676
H: -2.885 1.114 -1.528
H: -2.077 0.312 -0.450
O: 1.796 2.306 -0.285
H: 1.007 2.214 -0.683
H: 2.099 3.106 -0.778

For the orbital gap, the calculation gives 9.66 eV. The value obtained for the total energy is -20784.4887 eV. Its spin multiplicity is 1. As for the net charge: -1.


ORCA calculation (ωB97M-V/def2-TZVPD) on a 2-piece molecular cluster, H2 overall at a distorted geometry.

Geometry (Å):
H: 0.012 0.259 0.772
H: -0.012 -0.259 -0.772

For the orbital gap, the calculation gives 10.13 eV. The value obtained for the total energy is -27.8841 eV. Its spin multiplicity is 1.


ORCA calculation (ωB97M-V/def2-TZVPD) on a 2-piece molecular cluster, H2 overall at a distorted geometry.

Geometry (Å):
H: -0.553 0.448 0.199
H: 0.553 -0.448 -0.199

For the orbital gap, the calculation gives 11.12 eV. The value obtained for the total energy is -28.5291 eV. Its spin multiplicity is 1.


ORCA calculation (ωB97M-V/def2-TZVPD) on H20N2O16Zn as an isolated structure at a distorted geometry.

Geometry (Å):
Zn: 1.571 1.466 3.061
N: 3.990 1.345 0.802
O: 3.898 1.919 -0.278
O: 2.971 1.395 1.568
O: 4.962 0.746 1.179
N: -0.700 0.482 0.776
O: -0.203 -0.229 -0.108
O: -1.891 0.694 0.853
O: 0.029 1.016 1.649
O: 1.507 -2.180 1.263
H: 1.216 -3.085 1.400
H: 0.863 -1.806 0.648
O: -1.581 -1.738 2.950
H: -1.760 -0.846 2.638
H: -1.684 -1.685 3.903
O: 1.915 -0.531 3.252
H: 1.791 -1.137 2.487
H: 2.261 -1.086 3.955
O: -1.120 2.647 -2.298
H: -0.651 3.033 -3.041
H: -0.616 1.857 -2.079
O: 0.084 -0.830 -3.478
H: 0.470 -0.139 -2.917
H: 0.380 -0.609 -4.364
O: -3.486 0.443 -1.359
H: -3.561 1.323 -1.736
H: -2.814 0.531 -0.671
O: 1.491 1.053 -2.066
H: 2.034 1.845 -2.035
H: 1.618 0.640 -1.206
O: 0.452 -2.999 -1.673
H: 0.465 -2.045 -1.800
H: 0.658 -3.356 -2.539
O: -2.884 3.150 1.662
H: -2.697 3.693 0.892
H: -2.547 2.275 1.430
O: -2.380 -2.200 -1.132
H: -2.576 -2.574 -0.269
H: -1.477 -2.478 -1.318

For the orbital gap, the calculation gives 5.15 eV. The value obtained for the total energy is -84474.3253 eV. Its spin multiplicity is 1.


| no. | E_HOMO (eV) |
| --- | --- |
| 1 | -5.2 |
| 2 | -6.1 |
| 3 | -6.5 |
| 4 | -11.1 |
| 5 | -11.5 |
| 6 | -9.6 |